C12H36N3O6Pb | ωB97M-V/def2-TZVPD

The geometry in XYZ format:
```
58
Properties=species:S:1:pos:R:3:forces:R:3:lowdin_charge:R:1
Pb -0.61246 0.36833 -1.45922 0.891 0.020 -2.967 1.405
O -2.24542 1.69596 -2.60810 -0.387 -0.168 0.604 -0.523
H -2.31945 2.59411 -2.25643 0.079 -0.240 -0.188 -0.123
O -0.12961 -1.18294 -3.17704 -0.649 -0.299 0.474 -0.548
H 0.42390 -1.89614 -3.51004 0.024 0.198 0.213 -0.117
O 0.91560 1.44784 -3.23572 0.487 0.378 0.847 -0.498
H 1.18505 2.33203 -2.93767 -0.314 0.124 -0.297 -0.107
C -5.14491 -0.93350 -0.51324 -0.934 -0.203 1.566 -0.082
C -3.77124 -0.29953 -0.49276 0.345 -0.131 -0.971 -0.438
C -3.33669 0.12641 0.91279 0.261 -0.742 -0.580 -0.190
O -1.99849 0.61100 0.90591 -0.878 -0.154 0.273 -0.318
C -1.66095 1.17131 2.12754 0.432 0.523 0.945 -0.145
N -2.77105 -1.20285 -1.09700 -0.675 0.167 0.412 -0.016
H -5.91706 -0.21469 -0.20652 -0.053 0.080 -0.579 0.073
H -5.29028 -1.71208 0.25833 0.536 -0.038 -0.062 0.071
H -5.38432 -1.44279 -1.44181 0.017 0.460 -0.308 0.075
H -3.80712 0.58540 -1.13846 0.322 0.020 0.022 0.114
H -3.36238 -0.78742 1.52990 -0.161 0.232 0.341 0.120
H -4.01093 0.89385 1.30713 -0.097 -0.082 0.095 0.129
H -2.19205 2.11687 2.31774 -0.082 -0.062 -0.091 0.091
H -0.59256 1.39346 2.15851 0.000 -0.021 -0.372 0.086
H -1.84770 0.51971 2.99655 -0.201 -0.189 -0.225 0.087
H -2.83703 -1.20876 -2.11138 0.013 0.055 0.013 0.072
H -2.91065 -2.15208 -0.76896 0.181 -0.037 -0.014 0.080
C 4.02411 1.95605 -0.33957 -0.802 0.606 0.566 -0.062
C 2.54257 1.63309 -0.04968 -0.048 -0.422 -0.439 -0.416
C 1.67627 2.90588 -0.05960 -0.263 -0.138 -0.896 -0.197
O 0.31747 2.57012 -0.26666 0.156 -0.233 0.738 -0.343
C -0.53946 3.65783 -0.43683 -0.549 0.525 0.914 -0.131
N 2.04492 0.59511 -0.96277 0.892 0.381 0.428 -0.042
H 4.21766 2.96228 0.05397 0.519 -0.180 0.084 0.067
H 4.21555 1.96462 -1.41014 -0.092 -0.022 -0.065 0.079
H 4.64145 1.20182 0.14513 0.243 0.131 -0.032 0.064
H 2.45672 1.27751 0.98789 0.142 -0.268 -0.090 0.121
H 1.93950 3.58930 -0.88055 0.402 0.006 0.148 0.129
H 1.79803 3.40463 0.91187 0.031 0.232 -0.119 0.124
H -0.51453 4.31518 0.45338 0.517 0.269 -0.343 0.090
H -1.57998 3.32938 -0.40390 0.168 -0.511 -0.455 0.074
H -0.35591 4.19032 -1.37234 0.086 0.103 0.052 0.102
H 2.74189 -0.14350 -1.01868 -0.089 -0.109 0.228 0.069
H 1.95902 0.96482 -1.95066 -0.601 -0.115 -0.023 0.017
C -0.34099 -2.42498 2.13530 -0.063 0.207 0.290 -0.060
C 0.74611 -1.92889 1.20070 -0.533 0.231 -0.706 -0.430
C 2.06687 -2.61678 1.43068 -0.415 -1.202 1.995 -0.265
O 2.94121 -2.35452 0.41004 0.853 0.208 -0.601 -0.177
C 4.20757 -2.89468 0.64196 0.873 0.145 -0.557 -0.119
N 0.25029 -2.11739 -0.17374 0.648 -0.704 0.694 0.014
H -0.48173 -3.50192 2.00089 0.100 -0.024 0.204 0.079
H -1.29611 -1.95544 1.89676 0.097 0.130 -0.194 0.059
H -0.13667 -2.18496 3.18266 0.116 -0.248 0.002 0.078
H 0.90867 -0.85254 1.33586 -0.093 0.014 -0.028 0.125
H 1.94002 -3.70942 1.58127 -0.312 -0.079 -0.638 0.127
H 2.50241 -2.39036 2.42418 0.001 0.735 -0.147 0.128
H 4.20337 -3.96903 0.86435 -0.281 0.023 0.075 0.087
H 4.76895 -2.37372 1.43071 -0.317 -0.014 0.185 0.088
H 4.79109 -2.75403 -0.27154 -0.119 -0.053 -0.002 0.090
H -0.08074 -3.07953 -0.24009 -0.194 0.103 -0.145 0.082
H 1.04223 -2.08975 -0.81091 -0.232 0.382 -0.275 0.050
```
Forces are in eV/Å.

Values from the calculation:
relative energy (zero: lowest compared OMol25 entry of this formula, charge and spin)	0.0	kcal/mol
charge	-1
HOMO	-2.96	eV

C33H24ClNPPd | ωB97M-V/def2-TZVPD

The geometry in XYZ format:
```
61
Properties=species:S:1:pos:R:3:forces:R:3:lowdin_charge:R:1
Pd 0.03179 0.28403 0.41221 -0.061 0.077 0.074 0.718
C 3.30801 -2.26650 1.40387 0.021 0.074 0.010 -0.018
C 2.89048 -3.50631 0.95458 -0.004 -0.008 -0.004 -0.016
C 1.64320 -3.65823 0.36434 -0.063 -0.004 -0.029 0.032
C 0.80559 -2.56057 0.19618 0.117 0.083 0.035 -0.158
C 1.30155 -1.32922 0.62588 -0.019 -0.018 0.109 -0.082
C 2.49793 -1.13213 1.24630 -0.028 -0.109 0.074 -0.073
C -0.55651 -2.55278 -0.30855 0.054 0.019 0.020 -0.191
C -1.28940 -3.64633 -0.78484 -0.003 0.053 0.003 0.048
C -2.57906 -3.44102 -1.19503 0.008 0.046 0.011 0.067
C -3.15542 -2.15192 -1.13584 -0.036 -0.067 -0.016 -0.124
C -4.48323 -1.88594 -1.54644 -0.017 0.038 -0.002 0.021
C -4.99182 -0.62026 -1.46946 0.006 -0.037 -0.007 -0.022
C -4.19500 0.43553 -0.97949 0.002 -0.015 0.003 -0.031
C -2.90702 0.21102 -0.57448 0.002 -0.009 -0.004 -0.038
C -2.36777 -1.08870 -0.64563 -0.018 0.051 0.010 -0.190
N -1.08470 -1.33348 -0.24294 -0.043 0.081 -0.207 0.034
H 4.26637 -2.15683 1.89504 -0.003 0.005 0.000 0.131
H 3.52935 -4.36880 1.08479 0.002 0.001 0.003 0.133
H 1.30764 -4.63814 0.04813 0.003 0.004 0.001 0.134
H 2.82216 -0.17572 1.62234 0.012 -0.021 0.046 0.095
H -0.83752 -4.62673 -0.82408 0.005 0.004 0.005 0.132
H -3.17082 -4.26702 -1.56961 -0.005 -0.002 -0.001 0.146
H -5.08713 -2.70231 -1.92118 -0.002 -0.001 0.001 0.138
H -6.00718 -0.42062 -1.78176 -0.001 -0.003 -0.001 0.128
H -4.61606 1.43050 -0.92238 0.005 0.002 0.000 0.120
H -2.31051 1.04047 -0.19325 -0.015 -0.016 -0.012 0.070
Cl -0.63987 0.53383 2.83702 -0.200 -0.519 0.021 0.853
C -0.16096 2.09461 3.41854 0.131 0.269 0.181 -0.602
C -0.23949 2.38234 4.76369 -0.055 -0.104 -0.086 -0.039
C 0.05181 3.67986 5.17311 -0.001 0.038 0.067 0.017
C 0.39362 4.67073 4.25934 -0.006 0.079 0.052 -0.011
C 0.46861 4.37739 2.91248 0.081 -0.199 -0.038 -0.035
C 0.22201 3.05615 2.49102 0.224 0.395 -0.034 -0.380
P 0.42809 2.66832 0.79359 0.046 -0.252 0.011 1.120
C 1.90001 2.01795 0.12922 0.169 0.062 -0.209 -0.378
C 3.15550 2.08919 0.77146 -0.126 0.039 -0.063 -0.061
C 4.24442 1.55656 0.13282 0.080 -0.083 -0.084 -0.007
C 4.10412 0.88545 -1.10117 0.098 0.051 0.122 0.017
C 2.87902 0.76498 -1.71560 -0.190 0.007 -0.001 -0.018
C 1.75140 1.34912 -1.12705 0.131 -0.054 0.122 -0.121
C -0.47761 3.68362 -0.26310 -0.329 -0.026 -0.233 -0.338
C 0.01170 4.09563 -1.52814 -0.028 0.016 0.163 -0.035
C -0.74617 4.95450 -2.28739 -0.042 0.012 -0.010 -0.007
C -1.98950 5.38923 -1.81902 -0.010 0.038 -0.050 0.030
C -2.48591 4.98263 -0.58091 0.002 -0.032 -0.004 -0.014
C -1.74351 4.12568 0.19914 0.071 -0.020 -0.002 -0.052
H -0.55099 1.62868 5.47430 -0.003 0.002 0.010 0.136
H -0.01742 3.92358 6.22534 0.011 -0.007 0.005 0.141
H 0.59891 5.67611 4.60038 -0.009 0.003 0.012 0.137
H 0.73858 5.14615 2.19854 -0.005 -0.010 -0.007 0.132
H 3.26002 2.59750 1.72197 -0.014 0.000 0.004 0.133
H 5.22701 1.65567 0.57624 0.005 0.004 -0.017 0.140
H 4.98530 0.47762 -1.57973 0.002 0.000 -0.001 0.140
H 2.78606 0.26837 -2.67188 0.003 -0.014 0.004 0.138
H 0.82412 1.40119 -1.68996 0.007 0.077 -0.052 0.111
H 0.98938 3.79000 -1.87159 0.032 -0.002 -0.013 0.117
H -0.37580 5.30893 -3.23953 0.008 -0.008 -0.001 0.136
H -2.57510 6.06635 -2.42855 0.006 0.003 0.007 0.140
H -3.44533 5.34256 -0.23568 -0.001 -0.006 0.005 0.134
H -2.11547 3.80561 1.16542 -0.009 0.013 0.000 0.124
```
Forces are in eV/Å.

Values from the calculation:
charge	+3
HOMO (spin up / spin down)	-16.70 / -16.70	eV

| no. | E_tot (Ha) |
| --- | --- |
| 1 | -1287.27757 |
| 2 | -2255.07217 |